{
  "formula": "C5H4",
  "method": "ωB97M-V/def2-TZVPD",
  "homo_lumo_gap_ha": 0.376,
  "homo_energy_ev": -9.27,
  "e_tot_ha": -192.78964,
  "relative_energy_kj_mol": 11.8,
  "species": ["C", "C", "C", "C", "C", "H", "H", "H", "H"],
  "xyz": [[3.0795, 0.3516, -0.1076], [1.9686, -0.1144, -0.0704], [0.6291, -0.4381, -0.0260], [-0.5770, -0.4351, 0.0175], [-2.0013, -0.1411, 0.0705], [4.0018, 0.8819, -0.1409], [-2.4766, -0.5631, 0.9585], [-2.5292, -0.4902, -0.8203], [-2.0950, 0.9485, 0.1188]]
}

***

{
  "formula": "C5H4",
  "method": "ωB97M-V/def2-TZVPD",
  "homo_lumo_gap_ha": [0.227, 0.231],
  "homo_energy_ev": [-7.94, -8.01],
  "e_tot_ha": -192.59772,
  "relative_energy_kj_mol": 515.7,
  "species": ["C", "C", "C", "C", "C", "H", "H", "H", "H"],
  "xyz": [[2.5611, -0.1469, -0.0252], [1.3513, 0.0592, 0.0788], [-1.4404, -0.9860, 0.1498], [0.0665, 0.2340, 0.1720], [-1.3690, 0.5244, 0.1501], [3.6013, -0.2204, -0.1185], [-1.3183, -1.5515, -0.7603], [-1.7035, 1.1160, -0.7159], [-1.7490, 0.9712, 1.0692]]
}

***

{
  "formula": "C5H4",
  "method": "ωB97M-V/def2-TZVPD",
  "homo_lumo_gap_ha": 0.323,
  "homo_energy_ev": -9.21,
  "e_tot_ha": -192.69165,
  "relative_energy_kj_mol": 269.1,
  "species": ["C", "C", "C", "C", "C", "H", "H", "H", "H"],
  "xyz": [[1.2052, -0.8142, -0.6205], [-1.1087, 1.6803, -0.1153], [-0.8665, 0.3066, 0.4479], [0.2457, -0.3039, 0.0391], [-0.5572, 2.4339, -1.0223], [2.3075, -0.4861, -0.4757], [1.0368, -1.4262, -1.4976], [-1.9447, 2.1871, 0.2791], [-1.3367, -0.3110, 1.2641]]
}

***

{
  "formula": "C5H41BBrN5O16P",
  "method": "ωB97M-V/def2-TZVPD",
  "homo_lumo_gap_ha": 0.288,
  "charge": 1,
  "homo_energy_ev": -12.75,
  "e_tot_ha": -4632.66250,
  "species": ["C", "O", "B", "O", "N", "C", "N", "C", "N", "N", "C", "C", "O", "Br", "P", "N", "H", "H", "H", "H", "H", "H", "H", "H", "H", "H", "H", "H", "H", "H", "H", "O", "H", "H", "O", "H", "H", "O", "H", "H", "O", "H", "H", "O", "H", "H", "O", "H", "H", "O", "H", "H", "O", "H", "H", "O", "H", "H", "O", "H", "H", "O", "H", "H", "O", "H", "H", "O", "H", "H"],
  "xyz": [[2.3683, 0.5120, 2.4333], [0.9486, 0.1678, 2.4281], [0.4758, -0.1087, 1.0832], [1.2804, -0.9893, 0.2573], [-0.8337, 0.5303, 0.6870], [-0.8688, 0.9682, -0.7508], [-0.8556, -0.1463, -1.7458], [-1.9990, -0.2680, 1.0633], [-1.9500, -1.7314, 0.9945], [-3.1033, 0.3887, 1.4696], [-4.3590, -0.3041, 1.9190], [-5.0400, -1.2153, 0.7833], [-5.3070, -0.8196, -0.3832], [-5.4742, -3.0985, 1.3396], [-3.1632, 2.1978, 1.4982], [-4.0453, 2.7596, 0.2765], [2.7614, 0.7743, 1.3750], [2.5635, 1.4367, 3.1004], [3.0271, -0.3741, 2.7819], [0.7078, -1.7930, 0.1386], [0.0800, 1.6080, -0.9214], [-1.7552, 1.6782, -0.9505], [-1.7978, -0.5153, -1.9459], [-0.5013, 0.2917, -2.6231], [-1.5282, -2.0668, 0.1137], [-1.5223, -2.1621, 1.8286], [-5.1608, 0.4492, 2.2865], [-4.0649, -0.9493, 2.8344], [-3.7816, 2.5590, 2.7533], [-1.8550, 2.7827, 1.3850], [-4.8459, 3.2848, 0.6910], [-0.2317, 3.4974, 0.0774], [-0.6695, 4.3546, 0.1878], [0.5993, 3.5936, 0.5615], [4.3434, -1.3024, -0.0126], [3.4793, -1.0340, 0.3266], [4.3926, -0.8847, -0.8849], [-1.2553, 6.3434, -0.6530], [-0.6214, 6.6897, -1.2942], [-2.0579, 6.2005, -1.1714], [-7.3561, -4.9717, -0.8371], [-8.1865, -4.9788, -0.3416], [-6.8703, -4.2233, -0.4674], [7.4660, -1.0863, -0.7519], [6.6332, -1.0964, -0.2578], [7.9503, -0.3388, -0.3784], [-4.2110, -5.5843, -0.9444], [-5.0770, -5.3164, -0.6138], [-4.1563, -5.1721, -1.8158], [2.4595, 4.3093, 1.1639], [2.0272, 5.1657, 1.2792], [3.2892, 4.3982, 1.6539], [-9.7123, -5.4334, -2.5709], [-10.1500, -4.5799, -2.4639], [-8.8873, -5.3386, -2.0751], [4.1630, -3.6031, 2.4789], [3.3003, -3.3354, 2.8182], [4.2121, -3.1856, 1.6073], [2.9513, 0.4531, -2.1838], [2.0864, 0.7192, -1.8478], [3.0038, 0.8704, -3.0533], [4.7204, 2.4392, 1.5087], [4.2072, 2.4966, 0.6919], [5.4817, 1.8955, 1.2683], [8.5002, 1.3506, -2.7866], [8.4367, 0.9759, -3.6736], [8.2284, 0.6264, -2.2065], [5.6005, -0.1188, -2.5012], [5.0933, -0.0644, -3.3203], [6.3684, -0.6565, -2.7368]]
}

***

{
  "formula": "C5H41NO15",
  "method": "ωB97M-V/def2-TZVPD",
  "homo_lumo_gap_ha": 0.311,
  "homo_energy_ev": -8.50,
  "e_tot_ha": -1398.45878,
  "relative_energy_kj_mol": 197.2,
  "species": ["C", "C", "N", "C", "C", "C", "H", "H", "H", "H", "H", "H", "H", "H", "H", "H", "H", "H", "H", "O", "H", "H", "O", "H", "H", "O", "H", "H", "O", "H", "H", "O", "H", "H", "O", "H", "H", "O", "H", "H", "O", "H", "H", "O", "H", "H", "O", "H", "H", "O", "H", "H", "O", "H", "H", "O", "H", "H", "O", "H", "H", "O"],
  "xyz": [[1.5380, -1.3841, 0.6948], [0.3752, -0.5166, 1.1754], [-1.6509, 1.3427, 1.6952], [-1.2863, 1.0304, 0.3250], [-0.3243, 0.1638, 0.0089], [-2.0104, 1.9394, -0.6545], [1.1572, -2.1833, 0.0623], [2.0084, -1.8650, 1.5856], [2.2944, -0.9300, 0.0557], [-0.2883, -1.2207, 1.7271], [0.6409, 0.2712, 1.8600], [-2.5802, 1.7416, 1.6904], [-1.6496, 0.5660, 2.3428], [0.0968, 0.0992, -0.9722], [-1.2545, 2.4161, -1.2573], [-2.5857, 2.7669, -0.2098], [-2.7016, 1.2485, -1.1314], [1.2322, 3.2670, -0.2715], [1.2420, 4.5094, -0.8955], [1.4927, 3.6119, -1.1647], [0.7075, -0.4796, 4.7230], [-0.4207, -0.3798, 3.7070], [0.3143, 0.1380, 4.0832], [3.4798, -1.4158, -1.8867], [2.6702, -0.3866, -2.5470], [2.9886, -1.2881, -2.7209], [-2.3319, -1.8567, 2.5150], [-2.3946, -1.3599, 4.0634], [-1.8498, -1.7176, 3.3588], [-0.2527, 3.1425, 1.4353], [1.1445, 3.1255, 2.0532], [0.5866, 3.6265, 1.4102], [-2.6267, 0.4403, -3.8322], [-3.7070, 0.1480, -2.7743], [-3.5791, 0.2582, -3.7356], [-0.8066, -2.7914, -1.8136], [-0.8447, -2.5066, -0.3200], [-1.3826, -2.8381, -1.0440], [-3.9237, -3.1530, 1.4497], [-3.4267, -2.2240, 0.3279], [-3.1437, -2.6686, 1.1557], [5.1771, -0.7097, 0.1757], [3.9270, 0.1274, 0.2859], [4.3193, -0.5745, -0.2618], [-4.1350, -1.7976, -1.8663], [-2.8016, -1.2221, -1.6566], [-3.7076, -1.1334, -1.2986], [0.9341, 2.4107, -3.0593], [0.9541, 1.9096, -1.8664], [1.0226, 1.4864, -2.7478], [-0.5742, -1.4936, -3.3890], [-0.2450, -0.1166, -3.0245], [-0.9859, -0.6168, -3.4173], [0.9718, 1.6633, 3.7023], [2.2422, 2.5727, 4.0027], [1.6928, 2.1920, 3.3012], [3.0989, 1.2232, 2.7270], [3.6712, -0.2528, 2.4720], [3.7999, 0.6947, 2.3098], [1.1996, -4.0517, -2.3791], [1.9716, -2.6774, -2.6125], [1.0949, -3.1310, -2.6258]]
}

***

{
  "formula": "C5H42NO14S",
  "method": "ωB97M-V/def2-TZVPD",
  "homo_lumo_gap_ha": 0.283,
  "charge": 1,
  "homo_energy_ev": -10.03,
  "e_tot_ha": -1721.55465,
  "relative_energy_kj_mol": 25.8,
  "species": ["C", "C", "C", "C", "S", "C", "N", "H", "H", "H", "H", "H", "H", "H", "H", "H", "H", "H", "H", "H", "H", "H", "H", "O", "H", "H", "O", "H", "H", "O", "H", "H", "O", "H", "H", "O", "H", "H", "O", "H", "H", "O", "H", "H", "O", "H", "H", "O", "H", "H", "O", "H", "H", "O", "H", "H", "O", "H", "H", "O", "H", "H", "O"],
  "xyz": [[-1.4572, -0.8276, 0.1320], [-0.5597, -0.8627, 1.3638], [-1.0686, -0.6049, 2.7368], [-0.2106, 0.5199, 3.2980], [0.7725, 0.6388, 1.7344], [1.8981, 1.9137, 2.3875], [0.2278, -2.1493, 1.0388], [-2.5002, -0.7575, 0.4785], [-1.4234, -1.5636, -0.6897], [-1.2907, 0.1422, -0.3763], [0.1836, 1.4474, 0.8104], [-2.2206, -0.4936, 2.7064], [-0.9328, -1.5671, 3.3772], [-0.7706, 1.4724, 3.5713], [0.3850, 0.1068, 4.1176], [2.9433, 1.6540, 2.6096], [1.6110, 2.3789, 3.4169], [1.9846, 2.7213, 1.6371], [0.8399, -1.9640, 0.2982], [1.0423, -2.3129, 1.7551], [-0.3367, -2.8728, 0.6617], [0.2047, -2.2365, -3.3318], [-0.4475, -0.9437, -2.8488], [0.3719, -1.4161, -2.7349], [5.0738, 0.7365, -0.9351], [3.5491, 0.4579, -0.4337], [4.4515, 0.7550, -0.2217], [-2.5356, 0.7937, -3.3382], [-2.0138, 0.2156, -4.5908], [-2.4788, 0.0077, -3.8581], [3.2060, -3.0588, 1.1130], [2.7451, -1.8537, 0.4017], [2.8037, -2.2383, 1.3255], [3.2057, -2.3070, -1.8506], [1.5274, -1.9327, -1.6719], [2.4664, -2.0376, -1.2716], [-1.8712, 2.7965, 1.3689], [-3.1144, 2.5896, 0.5596], [-2.1611, 2.9206, 0.4615], [3.2172, 2.4016, -1.6807], [2.7989, 1.8119, -2.9935], [2.9635, 1.7051, -2.1685], [-1.8648, -3.2208, -1.5117], [-1.0652, -4.5611, -1.1150], [-1.1503, -3.6002, -0.9705], [-1.3055, 3.3038, -2.4874], [-1.7335, 2.2194, -1.5419], [-1.5570, 2.3592, -2.5162], [-4.7486, 1.1512, 1.2681], [-5.3650, 1.8428, 0.2269], [-4.5087, 1.7143, 0.4819], [0.6208, 0.8876, -3.5297], [1.8856, -0.0652, -3.2663], [1.3883, 0.5383, -3.8927], [-2.3528, 4.5737, 2.8087], [-1.7386, 4.0636, 4.0156], [-2.0946, 3.8023, 3.1817], [-3.6747, -2.8006, -3.5050], [-3.0944, -1.5734, -3.0138], [-2.9720, -2.4743, -2.8442], [4.5333, -0.8791, 3.5939], [3.6159, -1.7551, 2.7471], [4.1024, -1.7129, 3.5050]]
}

***

{
  "formula": "C5H4Br2Cl2",
  "method": "ωB97M-V/def2-TZVPD",
  "homo_lumo_gap_ha": 0.286,
  "homo_energy_ev": -9.07,
  "e_tot_ha": -6261.15934,
  "relative_energy_kj_mol": 155.0,
  "species": ["C", "C", "C", "C", "C", "Cl", "Cl", "Br", "Br", "H", "H", "H", "H"],
  "xyz": [[0.2695, -0.5906, -1.5884], [1.1285, -0.4591, -0.6037], [1.2752, -0.2540, 1.8877], [0.7752, -0.8280, 0.7999], [-2.4500, 1.0305, -0.3844], [2.7359, 0.1224, -0.9530], [-0.5404, -1.9014, 0.9360], [-2.2766, 2.3658, -1.6676], [-3.4854, 1.5538, 0.9896], [0.3434, -0.1773, -2.5587], [-0.5724, -1.0725, -1.3625], [0.7544, -0.2493, 2.9122], [2.0429, 0.4596, 1.5930]]
}

***

{
  "formula": "C5H4Br2N2O",
  "method": "ωB97M-V/def2-TZVPD",
  "homo_lumo_gap_ha": 0.348,
  "homo_energy_ev": -9.62,
  "e_tot_ha": -5525.63749,
  "relative_energy_kj_mol": 0.0,
  "species": ["Br", "C", "O", "C", "C", "C", "Br", "C", "N", "N", "H", "H", "H", "H"],
  "xyz": [[3.4522, 1.3939, 1.0622], [2.5682, -0.1421, 0.3559], [1.3371, -0.2838, 1.0058], [0.2496, -0.2013, 0.2176], [-0.9840, -0.0332, 0.9069], [-2.1107, 0.1686, 0.1163], [-3.8122, 0.6057, 0.9494], [-1.9160, 0.1750, -1.2980], [-0.7561, -0.0696, -1.8194], [0.3497, -0.2161, -1.1342], [3.1959, -1.0758, 0.5040], [2.2575, -0.0599, -0.8079], [-1.1032, -0.3808, 1.9994], [-2.7281, 0.1193, -2.0581]]
}

***

{
  "formula": "C5H4CeN2O5",
  "method": "ωB97M-V/def2-TZVPD",
  "homo_lumo_gap_ha": [0.240, 0.246],
  "s_squared": 0.75,
  "charge": 3,
  "homo_energy_ev": [-21.09, -21.10],
  "multiplicity": 2,
  "e_tot_ha": -1152.60380,
  "relative_energy_kj_mol": 125.8,
  "species": ["O", "C", "Ce", "O", "C", "C", "O", "C", "O", "N", "C", "N", "O", "H", "H", "H", "H"],
  "xyz": [[-0.6160, -2.8222, -1.0614], [-0.1862, -1.8307, -0.6548], [0.8413, -0.0069, 0.5384], [-4.2964, -0.0440, -2.8034], [-3.2796, -0.0371, -2.2947], [2.6933, 0.0222, -1.0420], [3.5172, 0.0344, -1.8658], [-0.2435, 1.7858, -0.6667], [-0.6622, 2.7925, -1.0644], [1.3264, 0.1389, 5.0334], [0.4261, 0.0169, 4.0469], [-0.8768, -0.1021, 4.3961], [0.7700, 0.0116, 2.8077], [0.9986, 0.1391, 5.9916], [2.3023, 0.2256, 4.8061], [-1.5687, -0.2139, 3.6553], [-1.1459, -0.1099, 5.3660]]
}

***

{
  "formula": "C5H4Cl2O2",
  "method": "ωB97M-V/def2-TZVPD",
  "homo_lumo_gap_ha": 0.387,
  "homo_energy_ev": -10.04,
  "e_tot_ha": -1263.73387,
  "relative_energy_kj_mol": 85.7,
  "species": ["C", "C", "C", "C", "Cl", "Cl", "H", "H", "H", "H", "O", "C", "O"],
  "xyz": [[0.4073, -0.3741, -0.2001], [-0.3461, 0.4782, 0.4136], [-0.4033, 1.4003, 1.5795], [-1.0585, 1.7205, 0.1815], [-2.8389, 1.8350, 0.1553], [-0.3874, 2.8587, -0.9672], [1.1865, -0.7970, 0.3315], [0.4231, -0.5024, -1.3176], [-1.0797, 1.2777, 2.4212], [0.3738, 2.0834, 1.7867], [-3.2768, -3.2350, -0.8480], [-2.9195, -2.2524, -0.3819], [-2.5462, -1.2769, 0.1057]]
}

***

{
  "formula": "C5H4Cl2S",
  "method": "ωB97M-V/def2-TZVPD",
  "homo_lumo_gap_ha": 0.283,
  "homo_energy_ev": -7.86,
  "e_tot_ha": -1511.45197,
  "relative_energy_kj_mol": 57.3,
  "species": ["Cl", "C", "C", "S", "C", "C", "Cl", "C", "H", "H", "H", "H"],
  "xyz": [[-2.7157, -1.2056, -0.0173], [-1.2435, -0.3090, 0.0334], [-1.3141, 1.0796, 0.1056], [-0.1068, 2.2019, -0.1465], [1.4525, 1.1536, 0.2337], [1.1692, -0.3326, 0.0399], [2.6930, -1.2182, -0.0569], [-0.0164, -0.9989, 0.0310], [-2.2543, 1.5941, 0.3268], [2.1987, 1.4311, -0.5426], [1.8535, 1.4723, 1.2167], [0.0105, -2.0784, -0.0577]]
}

***

{
  "formula": "C5H4ClFO",
  "method": "ωB97M-V/def2-TZVPD",
  "homo_lumo_gap_ha": 0.375,
  "homo_energy_ev": -9.31,
  "e_tot_ha": -828.20067,
  "relative_energy_kj_mol": 0.0,
  "species": ["F", "C", "Cl", "C", "C", "C", "O", "C", "H", "H", "H", "H"],
  "xyz": [[-1.3796, 1.6133, 0.1767], [-1.0538, 0.3315, 0.5271], [-2.1195, -0.8058, -0.3638], [0.3837, 0.0830, 0.2334], [1.1358, -1.1232, 0.4397], [2.3927, -0.8383, 0.0417], [2.4830, 0.4595, -0.3810], [1.2515, 1.0020, -0.2659], [-1.3018, 0.1783, 1.5610], [0.7526, -2.0657, 0.8180], [3.3285, -1.3881, -0.0249], [1.1452, 2.0489, -0.5681]]
}